Record 1
Here is 3 unconnected molecules or ions with the total composition C40H28F13N2O7P from the OMol25 dataset. Energies are from ωB97M-V/def2-TZVPD.

Computed properties:
- SMILES string = N=P(O)(O)[C@H]1C[C@H](CCC(F)(F)C(F)(F)C(F)(F)C(F)(F)C(F)(F)C(F)(F)F)NC1=O.O=C1c2ccccc2C(=O)c2ccccc21.O=C1c2ccccc2C(=O)c2ccccc21
- HOMO level (Eh) = -0.3347
- gap between HOMO and LUMO (eV) = 7.95
- LUMO (eV) = -1.2

```
! wB97M-V def2-TZVPD RIJCOSX def2/J DEFGRID3
* xyz 0 1
N -4.444 4.560 11.085
P -5.482 3.927 10.002
O -6.940 3.481 10.880
O -5.954 5.172 8.857
C -4.725 2.473 9.001
C -3.107 2.859 8.843
C -2.528 1.770 9.928
C -0.892 1.683 10.186
C -0.183 0.557 9.220
C -0.141 1.007 7.609
F -1.367 0.357 7.012
F -0.206 2.489 7.614
C 1.236 0.371 6.991
F 2.481 0.755 7.713
F 1.118 -1.124 7.170
C 1.424 0.593 5.361
F 2.759 -0.042 5.042
F 0.437 -0.207 4.547
C 1.557 2.155 4.898
F 2.558 2.169 3.766
F 2.132 3.067 5.932
C 0.198 2.851 4.320
F -1.077 2.290 4.817
F 0.227 4.284 4.800
C 0.126 2.957 2.668
F -1.278 3.427 2.363
F 1.012 4.050 2.120
F 0.287 1.662 1.969
N -3.279 0.511 9.540
C -4.756 0.952 9.608
O -5.747 0.196 10.091
H -4.252 5.569 10.840
H -7.534 4.312 10.837
H -5.357 5.974 8.939
H -5.260 2.572 7.941
H -2.758 2.745 7.720
H -2.823 3.992 9.082
H -3.042 2.039 10.968
H -0.775 1.320 11.317
H -0.363 2.745 10.156
H 0.873 0.288 9.648
H -0.828 -0.439 9.285
H -3.112 -0.349 10.122
O 0.438 -0.516 -2.646
C 1.290 -1.356 -2.382
C 1.695 -1.595 -0.982
C 1.085 -0.871 0.051
C 1.434 -1.120 1.379
C 2.388 -2.091 1.680
C 3.010 -2.801 0.652
C 2.668 -2.549 -0.682
C 3.344 -3.292 -1.763
O 4.237 -4.090 -1.503
C 2.925 -3.067 -3.161
C 3.535 -3.794 -4.192
C 3.122 -3.613 -5.513
C 2.102 -2.708 -5.808
C 1.503 -1.973 -4.783
C 1.919 -2.148 -3.457
H 0.335 -0.116 -0.177
H 0.955 -0.560 2.179
H 2.651 -2.294 2.716
H 3.759 -3.554 0.895
H 4.328 -4.505 -3.969
H 3.594 -4.181 -6.312
H 1.774 -2.574 -6.836
H 0.710 -1.266 -5.022
O -0.975 -1.484 -13.856
C -0.243 -1.488 -12.874
C 1.204 -1.750 -13.019
C 1.743 -1.975 -14.292
C 3.115 -2.184 -14.442
C 3.950 -2.167 -13.326
C 3.412 -1.960 -12.054
C 2.036 -1.758 -11.900
C 1.473 -1.558 -10.550
O 2.196 -1.619 -9.562
C 0.031 -1.276 -10.406
C -0.506 -1.049 -9.132
C -1.862 -0.748 -8.989
C -2.682 -0.673 -10.114
C -2.151 -0.914 -11.384
C -0.792 -1.221 -11.529
H 1.098 -1.984 -15.169
H 3.532 -2.354 -15.432
H 5.021 -2.317 -13.444
H 4.070 -1.954 -11.187
H 0.129 -1.100 -8.249
H -2.276 -0.568 -8.000
H -3.737 -0.430 -10.004
H -2.800 -0.856 -12.257
*
```

Record 2
Here is a molecular structure, C24H36AsF6O18Pt from the OMol25 dataset. Energies are from ωB97M-V/def2-TZVPD.

Computed properties:
- ⟨S²⟩ = 3.753
- HOMO level (alpha / beta) (Eh) = -0.3218 / -0.3865
- gap between HOMO and LUMO (alpha / beta) (eV) = 8.68 / 6.98
- LUMO (alpha / beta) (eV) = -0.1 / -3.5

```
! wB97M-V def2-TZVPD RIJCOSX def2/J DEFGRID3
* xyz 0 4
Pt 0.024 -2.557 -4.264
As 0.446 -0.525 -1.002
F 0.996 0.474 0.317
F -1.215 -0.429 -0.422
F -0.072 -1.469 -2.444
F 2.169 -0.651 -1.510
F 0.523 -1.955 0.062
F 0.259 0.938 -2.063
C -2.141 3.546 -1.751
C -3.105 2.382 -1.849
C -3.741 1.968 -0.542
O -5.092 1.833 -0.853
C -5.242 2.201 -2.151
O -6.191 1.868 -2.910
O -4.190 2.832 -2.620
H -1.738 3.595 -0.739
H -2.460 4.581 -1.875
H -1.230 3.253 -2.273
H -2.613 1.490 -2.237
H -3.649 2.676 0.281
H -3.159 1.120 -0.179
C -0.712 3.551 -5.267
C -1.915 2.581 -5.062
C -2.530 2.033 -6.341
O -1.897 0.818 -6.363
C -1.562 0.405 -5.148
O -1.285 -0.755 -4.713
O -1.551 1.426 -4.397
H -0.844 4.495 -5.795
H 0.037 3.047 -5.878
H -0.311 3.682 -4.262
H -2.702 3.195 -4.624
H -2.245 2.723 -7.135
H -3.616 2.124 -6.359
C 1.852 -2.020 3.839
C 1.678 -0.687 4.519
C 0.911 0.412 3.692
O -0.021 0.916 4.668
C -0.156 -0.025 5.682
O -1.137 -0.150 6.394
O 0.842 -0.893 5.618
H 0.986 -2.673 3.945
H 2.671 -2.544 4.331
H 2.169 -2.060 2.797
H 2.629 -0.297 4.883
H 0.429 -0.194 2.925
H 1.498 1.229 3.275
C -2.576 -4.922 1.719
C -1.288 -4.191 2.312
C -1.716 -2.849 2.522
O -2.235 -2.812 3.859
C -1.851 -4.022 4.482
O -2.001 -4.359 5.653
O -1.149 -4.765 3.571
H -2.987 -4.270 0.948
H -3.356 -5.144 2.448
H -2.473 -5.937 1.335
H -0.508 -4.366 1.571
H -2.311 -2.382 1.737
H -0.805 -2.270 2.673
C 1.968 3.458 1.866
C 2.109 4.924 2.057
C 3.316 5.426 1.344
O 2.718 6.462 0.615
C 1.469 6.223 0.329
O 0.777 6.857 -0.414
O 0.998 5.430 1.264
H 2.700 2.802 2.338
H 1.887 3.219 0.806
H 1.047 3.251 2.410
H 2.015 5.340 3.060
H 3.787 4.679 0.705
H 3.985 5.954 2.023
C 3.016 -4.081 0.860
C 3.945 -4.268 -0.302
C 4.042 -5.626 -0.968
O 3.313 -5.498 -2.105
C 2.871 -4.195 -2.268
O 2.159 -3.753 -3.237
O 3.303 -3.487 -1.243
H 3.122 -3.055 1.213
H 3.377 -4.713 1.672
H 1.980 -4.313 0.614
H 4.926 -3.822 -0.136
H 3.574 -6.444 -0.420
H 5.060 -5.987 -1.116
*
```

Record 3
Here is C6H10 in the gas phase from the OMol25 dataset. Energies are from ωB97M-V/def2-TZVPD.

Computed properties:
- SMILES string = C=C=CC(C)C
- HOMO level (Eh) = -0.3193
- gap between HOMO and LUMO (eV) = 9.74
- LUMO (eV) = 1.1

```
! wB97M-V def2-TZVPD RIJCOSX def2/J DEFGRID3
* xyz 0 1
C 0.445 1.865 1.617
C 1.203 1.096 0.895
C 1.443 0.141 0.066
C -0.290 -0.274 -0.132
C -0.602 0.030 -1.569
C -0.432 -1.682 0.375
H 0.078 2.788 1.194
H 0.070 1.486 2.560
H 2.509 -0.138 -0.183
H -0.992 0.349 0.480
H -1.589 -0.329 -1.882
H 0.184 -0.436 -2.157
H -0.571 1.117 -1.722
H -0.304 -1.693 1.466
H -1.410 -2.122 0.147
H 0.365 -2.258 -0.087
*
```

Record 4
Here is a molecular structure, C2H3N4 from the OMol25 dataset. Energies are from ωB97M-V/def2-TZVPD.

Computed properties:
- HOMO level (alpha / beta) (Eh) = -0.6088 / -0.6088
- gap between HOMO and LUMO (alpha / beta) (eV) = 7.76 / 7.76
- LUMO (alpha / beta) (eV) = -8.8 / -8.8

```
! wB97M-V def2-TZVPD RIJCOSX def2/J DEFGRID3
* xyz 1 1
C 1.831 0.423 -0.085
C 0.492 -1.097 0.076
N 1.796 -0.831 -0.043
N 0.820 1.195 -0.040
N -0.127 0.175 0.115
N -1.409 0.460 -0.005
H 0.130 -2.132 0.103
H -1.930 0.897 0.816
H -1.604 0.910 -0.936
*
```

Record 5
Here is C5H8O in the gas phase from the OMol25 dataset. Energies are from ωB97M-V/def2-TZVPD.

Computed properties:
- HOMO level (Eh) = -0.3062
- gap between HOMO and LUMO (eV) = 9.18
- LUMO (eV) = 0.8

```
! wB97M-V def2-TZVPD RIJCOSX def2/J DEFGRID3
* xyz 0 1
C 0.811 0.623 0.904
C 0.603 0.507 -0.575
C 1.292 -0.609 0.150
C -1.927 -0.435 0.896
O -1.482 -0.749 -0.282
C -0.811 0.269 -1.078
H 1.603 1.280 1.259
H -0.075 0.672 1.537
H 1.189 1.132 -1.244
H 2.371 -0.675 0.088
H 0.843 -1.605 0.124
H -2.219 -1.406 1.383
H -1.389 1.200 -1.099
H -0.810 -0.205 -2.061
*
```

Record 6
Here is a molecular structure, C8H10GaO5 from the OMol25 dataset. Energies are from ωB97M-V/def2-TZVPD.

Computed properties:
- HOMO level (alpha / beta) (Eh) = -0.7926 / -0.7926
- gap between HOMO and LUMO (alpha / beta) (eV) = 6.14 / 6.14
- LUMO (alpha / beta) (eV) = -15.4 / -15.4

```
! wB97M-V def2-TZVPD RIJCOSX def2/J DEFGRID3
* xyz 3 1
Ga 0.537 -1.316 0.600
C 1.901 -0.595 1.581
O 2.814 -0.340 2.248
C 0.800 -3.400 0.323
O 1.217 -4.476 0.443
C 1.629 -0.751 -1.748
O 2.580 -0.655 -2.358
C -1.171 -1.380 2.017
O -1.694 -1.451 3.029
C -2.192 -0.799 -1.690
H -2.986 -0.446 -1.039
H -1.685 -0.111 -2.343
C -1.707 -2.055 -1.541
H -0.844 -2.472 -2.079
H -2.071 -2.765 -0.793
C 0.703 3.212 1.071
C 0.371 2.379 -0.135
O -0.528 1.277 0.243
H -0.196 3.629 1.499
H 1.351 4.029 0.795
H 1.200 2.634 1.835
H -0.164 2.952 -0.897
H 1.258 1.908 -0.576
H -1.123 0.994 -0.488
*
```

Record 7
Here is 2 unconnected molecules or ions with the total composition C4H9NO2 from the OMol25 dataset. Energies are from ωB97M-V/def2-TZVPD.

Computed properties:
- HOMO level (Eh) = -0.3003
- gap between HOMO and LUMO (eV) = 8.98
- LUMO (eV) = 0.8

```
! wB97M-V def2-TZVPD RIJCOSX def2/J DEFGRID3
* xyz 0 1
C -1.035 1.776 -0.590
C -0.145 0.842 0.212
C -1.418 -2.098 0.594
O -0.399 -2.766 1.036
N 1.173 0.730 -0.405
C 1.994 -0.320 -0.271
O 1.768 -1.353 0.354
H -0.601 2.779 -0.690
H -2.003 1.879 -0.089
H -1.217 1.369 -1.590
H -0.037 1.191 1.247
H -2.299 -2.717 0.895
H -0.607 -0.153 0.236
H 0.426 -2.256 0.812
H 1.526 1.525 -0.918
H 2.956 -0.184 -0.792
*
```

Record 8
Here is 5 unconnected molecules or ions with the total composition H12O6 from the OMol25 dataset. Energies are from ωB97M-V/def2-TZVPD.

Computed properties:
- HOMO level (Eh) = -0.3231
- gap between HOMO and LUMO (eV) = 8.81
- LUMO (eV) = 0.0

```
! wB97M-V def2-TZVPD RIJCOSX def2/J DEFGRID3
* xyz 0 1
H 0.377 -0.711 -0.303
H 0.043 0.564 0.454
H -1.763 -2.237 0.218
H -0.389 -2.293 0.866
H 2.478 -1.478 -0.349
H 3.524 -2.580 -0.376
H -4.605 0.163 0.225
H -4.692 -1.303 -0.170
H -0.771 3.715 -0.318
H 0.701 3.743 0.058
H 3.415 0.845 0.120
H 1.939 0.515 -0.024
O -0.363 -0.224 0.075
O -0.992 -1.692 0.415
O 3.383 -1.674 -0.082
O -4.845 -0.414 -0.509
O -0.132 4.199 0.218
O 2.691 0.862 -0.516
*
```

Record 9
Here is 5 unconnected molecules or ions with the total composition C3H15O5 from the OMol25 dataset. Energies are from ωB97M-V/def2-TZVPD.

Computed properties:
- HOMO level (Eh) = -0.1808
- gap between HOMO and LUMO (eV) = 8.68
- LUMO (eV) = 3.8

```
! wB97M-V def2-TZVPD RIJCOSX def2/J DEFGRID3
* xyz -1 1
C -0.875 -1.338 0.711
O -1.213 -1.170 -0.690
C -0.191 -0.070 1.274
C -1.144 1.100 1.065
H -1.729 -1.635 1.339
H -0.261 -2.211 0.748
H 0.010 -0.290 2.348
H 0.870 0.156 0.849
H -2.225 0.742 1.174
H -1.048 1.962 1.607
H -0.995 1.321 0.073
H 1.321 0.207 -2.306
H -0.384 -0.774 -1.070
O 1.231 -0.046 -1.398
H 3.669 -1.510 0.145
H 2.466 -1.239 -0.590
O 3.080 -1.973 -0.337
H 2.245 1.189 -0.727
H 3.167 2.267 -0.602
O 2.462 1.794 0.045
H -2.906 0.044 -1.477
H -3.846 0.897 -0.654
O -3.703 0.579 -1.526
*
```

Record 10
Here is 4 unconnected molecules or ions with the total composition H9NO3 from the OMol25 dataset. Energies are from ωB97M-V/def2-TZVPD.

Computed properties:
- ⟨S²⟩ = 0.751
- HOMO level (alpha / beta) (Eh) = 0.0210 / -0.2674
- gap between HOMO and LUMO (alpha / beta) (eV) = 3.53 / 11.21
- LUMO (alpha / beta) (eV) = 4.1 / 3.9

```
! wB97M-V def2-TZVPD RIJCOSX def2/J DEFGRID3
* xyz -1 2
N -0.805 -1.044 0.208
H -0.482 -1.984 0.010
H -0.145 -0.649 0.881
H -1.699 -1.123 0.679
H 2.183 0.211 2.296
H 1.045 1.244 2.433
O 1.303 0.444 1.923
H -1.242 0.616 -2.681
H -1.507 -0.349 -1.517
O -1.882 -0.031 -2.364
H 1.434 0.968 0.061
H 0.539 0.537 -1.048
O 1.259 1.160 -0.881
*
```

Record 11
Here is 10 unconnected molecules or ions with the total composition C45H117N7O17 from the OMol25 dataset. Energies are from ωB97M-V/def2-TZVPD.

Computed properties:
- SMILES string = COCCNCCOC.COCCNCCOC.COCCNCCOC.COCCNCCOC.COCCNCCOC.COCCNCCOC.COCCNCCOC.CO.CO.CO
- HOMO level (Eh) = -0.3030
- gap between HOMO and LUMO (eV) = 8.86
- LUMO (eV) = 0.6

```
! wB97M-V def2-TZVPD RIJCOSX def2/J DEFGRID3
* xyz 0 1
C -0.666 -3.095 5.148
O -0.062 -2.242 4.201
C 0.958 -3.033 3.550
C 1.967 -2.033 2.915
N 2.761 -1.451 3.960
C 3.744 -0.487 3.296
C 4.718 0.065 4.282
O 4.122 1.042 5.187
C 4.758 1.187 6.407
H -1.552 -2.650 5.591
H 0.036 -3.221 5.997
H -0.935 -4.085 4.759
H 0.422 -3.622 2.772
H 1.504 -3.678 4.293
H 1.321 -1.251 2.361
H 2.625 -2.544 2.221
H 2.127 -1.010 4.640
H 3.202 0.321 2.817
H 4.136 -0.999 2.468
H 5.590 0.498 3.834
H 4.999 -0.842 4.906
H 5.838 1.296 6.328
H 4.639 0.366 7.111
H 4.425 2.137 6.919
C 0.223 3.264 -2.956
O 1.200 3.838 -2.159
C 1.347 5.272 -2.311
C 2.503 5.614 -1.327
N 2.026 5.723 0.093
C 3.146 6.033 0.973
C 2.809 5.722 2.410
O 2.548 4.343 2.587
C 3.737 3.701 3.073
H 0.063 2.233 -2.732
H 0.647 3.281 -4.022
H -0.735 3.780 -3.048
H 0.424 5.865 -2.165
H 1.759 5.486 -3.302
H 2.952 6.581 -1.652
H 3.239 4.837 -1.552
H 1.653 4.815 0.366
H 3.445 7.041 0.793
H 4.037 5.400 0.666
H 1.824 6.257 2.701
H 3.557 6.056 3.158
H 4.590 3.979 2.422
H 3.412 2.662 3.073
H 3.973 3.901 4.108
C 2.521 -2.283 -7.521
O 2.206 -3.105 -6.456
C 0.882 -2.900 -5.992
C 0.815 -2.947 -4.497
N 1.818 -2.034 -3.891
C 1.405 -0.679 -3.707
C 2.593 0.250 -3.574
O 3.289 0.102 -4.788
C 4.070 1.130 -5.228
H 2.290 -1.181 -7.321
H 1.975 -2.596 -8.410
H 3.593 -2.296 -7.645
H 0.250 -3.614 -6.527
H 0.522 -1.902 -6.336
H 0.958 -3.970 -4.161
H -0.142 -2.642 -4.039
H 2.641 -2.025 -4.485
H 0.771 -0.603 -2.838
H 0.815 -0.253 -4.526
H 3.133 -0.115 -2.698
H 2.257 1.288 -3.445
H 3.471 1.939 -5.703
H 4.700 0.778 -6.060
H 4.778 1.557 -4.443
C 7.366 3.567 4.502
O 7.262 2.474 3.606
C 8.101 2.643 2.450
C 7.510 1.736 1.363
N 6.200 2.237 0.940
C 5.878 1.579 -0.335
C 4.397 1.850 -0.709
O 3.462 1.008 -0.007
C 2.240 1.742 0.208
H 8.413 3.810 4.573
H 6.975 3.263 5.450
H 6.877 4.487 4.058
H 9.131 2.270 2.715
H 8.083 3.669 2.078
H 7.501 0.716 1.754
H 8.118 1.833 0.458
H 5.598 1.852 1.673
H 6.095 0.503 -0.350
H 6.446 2.069 -1.121
H 4.191 1.647 -1.736
H 4.157 2.907 -0.465
H 1.697 2.069 -0.694
H 2.331 2.597 0.825
H 1.509 1.030 0.705
C -3.199 -2.201 2.770
O -4.309 -1.834 1.943
C -4.694 -0.388 2.027
C -5.313 0.025 0.714
N -6.675 -0.399 0.463
C -7.001 -1.788 0.358
C -8.368 -1.989 -0.237
O -9.447 -1.571 0.629
C -10.595 -1.314 -0.149
H -3.060 -3.298 2.761
H -3.334 -1.872 3.823
H -2.286 -1.619 2.384
H -3.713 0.137 2.119
H -5.317 -0.066 2.906
H -4.741 -0.419 -0.092
H -5.192 1.118 0.601
H -7.379 0.103 1.051
H -6.996 -2.317 1.338
H -6.323 -2.364 -0.279
H -8.519 -3.084 -0.436
H -8.453 -1.478 -1.220
H -11.468 -1.080 0.542
H -10.834 -2.140 -0.836
H -10.428 -0.450 -0.801
C -2.632 -7.240 -4.241
O -2.689 -6.117 -3.405
C -2.977 -6.457 -2.008
C -2.724 -5.195 -1.148
N -3.568 -4.140 -1.743
C -2.900 -2.815 -1.692
C -3.507 -1.906 -2.752
O -3.038 -2.401 -3.941
C -3.740 -2.030 -5.131
H -2.625 -6.957 -5.327
H -3.440 -7.998 -4.108
H -1.686 -7.854 -4.059
H -2.347 -7.243 -1.723
H -4.093 -6.657 -1.877
H -1.647 -5.038 -1.238
H -2.965 -5.191 -0.069
H -3.494 -4.292 -2.765
H -1.801 -2.799 -1.870
H -3.090 -2.421 -0.708
H -3.179 -0.858 -2.544
H -4.599 -1.950 -2.631
H -3.555 -0.945 -5.319
H -4.826 -2.141 -5.085
H -3.312 -2.729 -5.911
C -3.801 2.528 -1.553
O -2.794 2.090 -0.738
C -2.102 3.064 0.096
C -2.972 3.387 1.358
N -2.507 4.521 2.160
C -1.049 4.497 2.497
C -0.582 3.577 3.620
O -0.631 2.222 3.131
C 0.206 1.319 3.844
H -4.748 2.687 -1.000
H -4.035 1.680 -2.161
H -3.648 3.404 -2.226
H -1.828 3.947 -0.422
H -1.177 2.594 0.390
H -2.926 2.459 1.993
H -4.018 3.518 1.067
H -2.924 4.536 3.111
H -0.859 5.580 2.735
H -0.452 4.286 1.594
H -1.329 3.602 4.409
H 0.402 3.840 4.010
H -0.140 0.297 3.617
H 0.070 1.517 4.939
H 1.279 1.526 3.572
C 2.230 -2.943 -0.446
O 1.869 -3.665 -1.562
H 2.197 -3.574 0.477
H 3.291 -2.609 -0.601
H 1.612 -2.029 -0.310
H 2.145 -3.193 -2.312
C -1.367 -0.476 0.288
O -1.019 0.144 -0.912
H -2.451 -0.574 0.392
H -0.878 -1.432 0.361
H -1.079 0.178 1.133
H -1.588 0.932 -0.951
C -6.243 -5.393 0.374
O -6.184 -5.038 -0.958
H -7.183 -5.893 0.583
H -5.459 -6.091 0.704
H -6.139 -4.500 0.950
H -5.313 -4.669 -1.147
*
```

| no. | DFT total energy (a.u.) |
| --- | --- |
| 1 | -3816.5757 |
| 2 | -5244.5824 |
| 3 | -234.4741 |
| 4 | -296.5500 |
| 5 | -270.3985 |
| 6 | -2610.3866 |
| 7 | -362.9591 |
| 8 | -458.4383 |
| 9 | -499.5067 |
| 10 | -285.8527 |
| 11 | -3446.6430 |